Record 1
{
  "formula": "C4H6NdO2",
  "method": "ωB97M-V/def2-TZVPD",
  "charge": 2,
  "multiplicity": 5,
  "e_above_lowest_ev": 1.4265,
  "homo_energy_ev": [-17.60, -18.27],
  "molar_mass_g_mol": 230.3,
  "total_energy_ha": -867.13571,
  "elements": ["O", "C", "C", "C", "C", "O", "Nd", "H", "H", "H", "H", "H", "H"],
  "coordinates": [[0.916, -2.342, 1.734], [0.865, -1.105, 1.302], [0.031, -0.617, 0.328], [-0.359, 0.800, 0.221], [-0.488, 1.436, -1.179], [-0.817, 0.522, -2.171], [-0.190, -1.430, -2.152], [0.405, -2.953, 1.183], [1.649, -0.478, 1.745], [0.219, 1.443, 0.904], [-1.431, 0.536, 0.588], [0.462, 1.966, -1.392], [-1.263, 2.223, -1.111]],
  "atomic_forces_ev_per_a": [[0.4, 0.5, -0.4], [0.6, -0.4, 0.7], [0.6, -0.4, -2.2], [-1.1, -0.9, 0.5], [0.2, 1.9, 1.4], [0.8, -3.2, -0.4], [-0.9, 2.2, 0.2], [-0.4, -0.1, 0.4], [-0.3, -0.1, 0.2], [-0.7, 0.0, 0.0], [0.9, 1.2, 0.0], [-0.4, -0.3, -0.2], [0.3, -0.4, -0.2]],
  "mulliken_charge": [-0.328, 0.174, -0.686, -0.326, -0.364, -0.548, 1.996, 0.323, 0.397, 0.439, 0.292, 0.310, 0.321]
}

***

Record 2
{
  "formula": "C4H6O",
  "method": "ωB97M-V/def2-TZVPD",
  "e_above_lowest_ev": 2.6159,
  "homo_energy_ev": -9.71,
  "molar_mass_g_mol": 70.1,
  "total_energy_ha": -231.12759,
  "elements": ["C", "C", "C", "C", "O", "H", "H", "H", "H", "H", "H"],
  "coordinates": [[-0.339, 2.230, 0.307], [-0.263, 0.737, -0.013], [-0.020, -0.424, -0.174], [0.395, -1.789, -0.614], [-0.002, -2.674, 0.388], [-0.611, 2.522, 1.435], [0.841, 2.625, 0.067], [-1.204, 2.675, -0.377], [1.426, -1.668, -0.898], [-0.256, -2.039, -1.461], [0.033, -2.195, 1.339]],
  "atomic_forces_ev_per_a": [[0.8, 0.4, -0.3], [-0.1, 2.3, 1.4], [0.4, -0.4, -1.2], [-2.4, 2.2, 0.5], [0.7, 0.2, 3.9], [0.7, -1.0, -2.6], [-3.7, -0.6, 0.5], [2.3, -0.5, 1.4], [0.7, -0.9, 0.1], [0.6, -0.1, -0.2], [0.1, -1.6, -3.5]],
  "mulliken_charge": [-0.863, 0.668, -0.539, -0.264, -0.555, 0.267, 0.219, 0.254, 0.237, 0.229, 0.348]
}

***

Record 3
{
  "formula": "C4H6O",
  "method": "ωB97M-V/def2-TZVPD",
  "e_above_lowest_ev": 5.0072,
  "homo_energy_ev": -8.92,
  "molar_mass_g_mol": 70.1,
  "total_energy_ha": -231.03971,
  "elements": ["C", "C", "C", "C", "O", "H", "H", "H", "H", "H", "H"],
  "coordinates": [[2.881, 0.588, 0.410], [1.744, 0.225, 0.246], [-1.134, -0.990, -0.103], [-0.633, 0.374, -0.478], [-1.053, 1.531, 0.076], [3.890, 0.483, 0.804], [-1.231, -1.183, 0.995], [-0.510, -1.811, -0.545], [-2.052, -1.107, -0.698], [-0.491, 0.467, -1.625], [-1.412, 1.422, 0.919]],
  "atomic_forces_ev_per_a": [[2.0, -0.6, 1.0], [-3.9, 0.2, -1.3], [0.5, -0.6, 0.1], [1.8, 0.5, -0.9], [1.2, -1.3, -3.2], [-0.6, 0.5, -0.5], [-0.2, 0.3, -1.0], [0.0, 1.1, 0.5], [-0.4, 0.1, 0.7], [0.3, 0.2, 2.3], [-0.7, -0.5, 2.4]],
  "mulliken_charge": [-0.124, -0.619, -1.007, 0.235, -0.361, 0.294, 0.364, 0.302, 0.356, 0.240, 0.320]
}

***

Record 4
{
  "formula": "C4H6O",
  "method": "ωB97M-V/def2-TZVPD",
  "e_above_lowest_ev": 1.4687,
  "homo_energy_ev": -8.46,
  "molar_mass_g_mol": 70.1,
  "total_energy_ha": -231.16974,
  "elements": ["C", "C", "C", "O", "C", "H", "H", "H", "H", "H", "H"],
  "coordinates": [[0.970, 1.127, -0.379], [0.236, -0.086, 0.074], [-1.037, -0.342, 0.847], [-1.191, -1.589, 0.095], [0.000, -1.256, -0.519], [2.022, 0.924, -0.600], [0.502, 1.448, -1.318], [0.904, 1.957, 0.328], [-1.853, 0.370, 0.693], [-0.968, -0.614, 1.902], [0.459, -1.876, -1.281]],
  "atomic_forces_ev_per_a": [[0.1, 0.1, -0.1], [-0.2, -0.1, -0.4], [-0.2, 0.2, 0.3], [0.0, -0.3, 0.2], [0.2, 0.0, -0.2], [-0.1, 0.0, 0.2], [0.2, 0.2, 0.2], [0.1, -0.1, 0.0], [0.0, -0.3, -0.1], [0.2, 0.2, 0.0], [-0.2, 0.0, 0.1]],
  "mulliken_charge": [-1.120, 0.394, -0.211, -0.399, -0.364, 0.319, 0.257, 0.309, 0.244, 0.203, 0.367]
}

***

Copy entry 1 word for word.
{
  "formula": "C4H6NdO2",
  "method": "ωB97M-V/def2-TZVPD",
  "charge": 2,
  "multiplicity": 5,
  "e_above_lowest_ev": 1.4265,
  "homo_energy_ev": [-17.60, -18.27],
  "molar_mass_g_mol": 230.3,
  "total_energy_ha": -867.13571,
  "elements": ["O", "C", "C", "C", "C", "O", "Nd", "H", "H", "H", "H", "H", "H"],
  "coordinates": [[0.916, -2.342, 1.734], [0.865, -1.105, 1.302], [0.031, -0.617, 0.328], [-0.359, 0.800, 0.221], [-0.488, 1.436, -1.179], [-0.817, 0.522, -2.171], [-0.190, -1.430, -2.152], [0.405, -2.953, 1.183], [1.649, -0.478, 1.745], [0.219, 1.443, 0.904], [-1.431, 0.536, 0.588], [0.462, 1.966, -1.392], [-1.263, 2.223, -1.111]],
  "atomic_forces_ev_per_a": [[0.4, 0.5, -0.4], [0.6, -0.4, 0.7], [0.6, -0.4, -2.2], [-1.1, -0.9, 0.5], [0.2, 1.9, 1.4], [0.8, -3.2, -0.4], [-0.9, 2.2, 0.2], [-0.4, -0.1, 0.4], [-0.3, -0.1, 0.2], [-0.7, 0.0, 0.0], [0.9, 1.2, 0.0], [-0.4, -0.3, -0.2], [0.3, -0.4, -0.2]],
  "mulliken_charge": [-0.328, 0.174, -0.686, -0.326, -0.364, -0.548, 1.996, 0.323, 0.397, 0.439, 0.292, 0.310, 0.321]
}